A molecular structure, C21H36P2V at a distorted geometry. Source: the Open Molecules 2025 dataset; level of theory: the ωB97M-V functional and the def2-TZVPD basis.

Properties
Multiplicity   4
LUMO energy (spin up / spin down)   0.359 / 0.344 eV
Largest force on an atom   0.08847 hartree/bohr

Geometry (Å):
P1 0.127 -1.547 -1.801
P2 -0.021 1.640 -1.665
C1 -0.134 -0.610 -3.392
C2 0.329 0.845 -3.313
H1 -1.207 -0.690 -3.625
H2 0.417 -1.145 -4.178
H3 1.415 0.936 -3.470
H4 -0.172 1.455 -4.077
C3 -1.704 2.282 -1.878
H5 -1.961 2.899 -1.011
H6 -2.424 1.458 -1.941
H7 -1.749 2.889 -2.790
C4 1.032 3.092 -1.532
H8 0.954 3.708 -2.436
H9 2.072 2.784 -1.380
H10 0.720 3.674 -0.658
C5 -0.946 -3.000 -1.818
H11 -0.694 -3.651 -0.975
H12 -0.810 -3.541 -2.763
H13 -1.987 -2.685 -1.693
C6 1.827 -2.168 -1.994
H14 2.546 -1.343 -1.946
H15 1.918 -2.684 -2.957
H16 2.041 -2.865 -1.176
V1 0.039 0.008 -0.134
C7 0.552 1.746 -7.069
C8 -0.765 1.794 -6.831
C9 -1.842 1.016 -7.529
C10 -1.417 -0.342 -8.140
C11 -0.735 -1.304 -7.204
C12 0.574 -1.371 -6.924
C13 1.673 -0.543 -7.523
C14 1.266 0.854 -8.050
C15 0.060 -1.672 1.249
H17 1.195 2.492 -6.579
H18 -1.143 2.567 -6.152
H19 -2.268 1.620 -8.352
H20 -2.676 0.858 -6.826
H21 -2.333 -0.826 -8.516
H22 -0.805 -0.142 -9.027
H23 -1.393 -2.081 -6.790
H24 0.926 -2.194 -6.292
H25 2.131 -1.087 -8.371
H26 2.481 -0.436 -6.780
H27 2.192 1.364 -8.363
H28 0.682 0.717 -8.968
H29 0.735 -1.183 1.981
H30 0.416 -2.681 0.987
H31 -0.970 -1.690 1.651
C16 -0.424 3.043 3.840
C17 -1.463 2.170 3.491
C18 -1.389 1.423 2.297
C19 -0.248 1.523 1.506
C20 0.812 2.347 1.861
C21 0.720 3.125 3.032
H32 -0.498 3.653 4.749
H33 -2.330 2.061 4.149
H34 -2.208 0.761 2.004
H35 1.715 2.384 1.247
H36 1.545 3.785 3.314

***

A molecular structure, C21H37F5Ge2N2O4PRhSTe. Source: the Open Molecules 2025 dataset; level of theory: the ωB97M-V functional and the def2-TZVPD basis.

Properties
Net charge   +3
Multiplicity   2
LUMO energy (spin up / spin down)   -9.854 / -9.358 eV
Largest force on an atom   0.01204 hartree/bohr
Energy relative to the best compared isomer or geometry (same formula, charge and spin)   55.9 kcal/mol

Geometry (Å):
Rh1 -0.673 -1.348 -1.213
C1 1.735 2.523 4.903
Ge1 1.714 2.961 3.006
C2 0.702 4.572 2.613
C3 3.478 2.925 2.166
Ge2 0.413 1.090 2.009
C4 -1.432 0.721 2.420
C5 -1.868 -0.538 2.834
C6 -3.205 -0.752 3.145
C7 -4.117 0.290 3.038
C8 -3.693 1.552 2.640
C9 -2.353 1.769 2.349
C10 1.345 -0.547 1.485
C11 2.634 -0.626 2.017
C12 3.375 -1.805 1.987
C13 2.834 -2.948 1.428
C14 1.561 -2.902 0.874
C15 0.836 -1.723 0.910
H1 2.132 3.375 5.456
H2 2.369 1.661 5.109
H3 0.731 2.321 5.274
H4 1.275 5.416 3.000
H5 -0.262 4.561 3.119
H6 0.555 4.726 1.544
H7 3.778 3.944 1.923
H8 3.489 2.345 1.245
H9 4.210 2.513 2.860
H10 -1.164 -1.354 2.949
H11 -3.531 -1.722 3.496
H12 -5.155 0.128 3.301
H13 -4.398 2.373 2.597
H14 -2.028 2.765 2.066
H15 3.077 0.246 2.481
H16 4.364 -1.828 2.424
H17 3.389 -3.877 1.443
H18 1.117 -3.791 0.446
H19 -0.241 -1.819 0.642
N1 3.416 -4.768 -3.007
C16 2.135 -4.203 -3.572
P1 1.892 -2.538 -2.787
O1 3.137 -2.307 -1.998
O2 0.510 -2.659 -2.152
C17 1.916 -1.248 -4.113
N2 2.984 -0.249 -3.761
H20 3.251 -5.597 -2.434
H21 3.831 -4.024 -2.406
H22 4.086 -5.030 -3.732
H23 1.309 -4.861 -3.317
H24 2.217 -4.158 -4.655
H25 0.961 -0.738 -4.194
H26 2.149 -1.688 -5.081
H27 3.443 -0.556 -2.887
H28 2.593 0.694 -3.616
H29 3.696 -0.176 -4.489
F1 1.556 2.074 -3.418
Te1 0.635 2.175 -1.715
F2 0.959 3.975 -1.354
F3 2.347 1.931 -1.043
F4 0.127 1.781 0.238
F5 0.849 0.074 -1.729
O3 -2.177 -0.102 -0.398
O4 -2.413 -0.755 -2.689
S1 -3.127 -0.142 -1.552
C18 -3.805 1.464 -1.908
C19 -5.241 1.389 -1.375
C20 -5.733 -0.038 -1.651
C21 -4.641 -0.974 -1.125
H30 -3.766 1.563 -2.995
H31 -3.169 2.208 -1.431
H32 -5.858 2.137 -1.868
H33 -5.251 1.598 -0.304
H34 -5.885 -0.195 -2.720
H35 -6.675 -0.247 -1.149
H36 -4.614 -1.971 -1.564
H37 -4.638 -1.037 -0.034

***

9 unconnected molecules or ions with the total composition C21H37N3O34S8 at a distorted geometry. Source: the Open Molecules 2025 dataset; level of theory: the ωB97M-V functional and the def2-TZVPD basis.

Properties
LUMO energy   -0.257 eV
Largest force on an atom   0.07313 hartree/bohr

Geometry (Å):
N1 6.729 -2.630 -2.643
C1 5.374 -2.684 -2.930
C2 4.794 -2.063 -4.041
C3 3.420 -2.232 -4.219
N2 2.742 -2.960 -3.348
C4 1.233 -3.125 -3.629
O1 0.683 -2.195 -4.224
O2 0.735 -4.176 -3.227
N3 3.210 -3.550 -2.279
C5 4.492 -3.422 -2.083
H1 7.032 -3.599 -2.468
H2 7.190 -2.389 -3.520
H3 5.408 -1.476 -4.717
H4 2.941 -1.790 -5.083
H5 4.958 -3.907 -1.226
C6 1.423 1.212 -2.103
C7 1.982 2.483 -1.506
O3 3.248 2.090 -0.939
S1 3.883 0.919 -1.827
O4 4.822 1.486 -2.728
O5 4.211 -0.166 -0.967
O6 2.569 0.536 -2.651
H6 0.984 0.570 -1.337
H7 0.686 1.404 -2.876
H8 1.335 2.905 -0.744
H9 2.174 3.234 -2.274
C8 2.932 0.368 2.041
C9 4.140 1.179 2.472
O7 3.926 1.429 3.873
S2 3.138 0.172 4.512
O8 4.081 -0.695 5.124
O9 2.025 0.705 5.204
O10 2.664 -0.502 3.140
H10 2.059 1.008 1.889
H11 3.116 -0.210 1.141
H12 4.232 2.113 1.925
H13 5.063 0.604 2.366
C10 -2.256 -2.639 4.388
C11 -1.107 -3.474 3.866
O11 -0.219 -2.531 3.267
S3 -0.290 -1.140 4.062
O12 0.793 -1.068 4.970
O13 -0.540 -0.106 3.121
O14 -1.643 -1.438 4.884
H14 -2.943 -2.364 3.585
H15 -2.808 -3.141 5.178
H16 -1.425 -4.215 3.138
H17 -0.577 -3.971 4.681
C12 -0.931 5.539 0.773
C13 -2.071 6.236 0.064
O15 -2.052 5.689 -1.270
S4 -1.565 4.170 -1.210
O16 -2.698 3.319 -1.224
O17 -0.490 4.004 -2.128
O18 -0.966 4.192 0.278
H18 0.035 5.975 0.507
H19 -1.046 5.549 1.854
H20 -1.945 7.315 0.036
H21 -3.034 5.993 0.520
C14 -1.807 -7.138 -0.188
C15 -3.281 -7.385 0.058
O19 -3.327 -8.088 1.310
S5 -2.123 -7.586 2.242
O20 -2.626 -6.597 3.132
O21 -1.401 -8.718 2.693
O22 -1.270 -6.843 1.108
H22 -1.311 -8.033 -0.569
H23 -1.630 -6.310 -0.871
H24 -3.743 -7.976 -0.729
H25 -3.827 -6.446 0.175
C16 -6.662 4.670 3.462
C17 -5.396 4.747 4.290
O23 -4.451 5.399 3.433
S6 -5.232 6.444 2.493
O24 -5.119 7.739 3.061
O25 -4.859 6.181 1.144
O26 -6.711 5.907 2.739
H26 -6.614 3.853 2.739
H27 -7.553 4.558 4.075
H28 -5.029 3.769 4.589
H29 -5.537 5.368 5.177
C18 -9.619 7.565 -1.508
C19 -8.423 8.409 -1.121
O27 -8.597 8.661 0.278
S7 -9.323 7.404 0.963
O28 -8.327 6.576 1.559
O29 -10.447 7.874 1.687
O30 -9.828 6.695 -0.391
H30 -10.514 8.178 -1.636
H31 -9.445 6.987 -2.411
H32 -8.374 9.343 -1.674
H33 -7.488 7.859 -1.254
C20 7.912 -7.651 -4.856
C21 9.156 -7.775 -4.005
O31 9.739 -6.462 -4.029
S8 8.580 -5.369 -4.126
O32 8.303 -4.876 -2.817
O33 8.866 -4.495 -5.202
O34 7.389 -6.351 -4.545
H34 8.151 -7.677 -5.921
H35 7.177 -8.420 -4.633
H36 9.856 -8.511 -4.390
H37 8.908 -8.017 -2.969

***

A molecular structure, C21H38AsCrOS3 at a distorted geometry. Source: the Open Molecules 2025 dataset; level of theory: the ωB97M-V functional and the def2-TZVPD basis.

Properties
Multiplicity   4
LUMO energy (spin up / spin down)   -0.022 / -0.031 eV
Largest force on an atom   0.03976 hartree/bohr

Geometry (Å):
Cr1 0.471 0.459 0.822
C1 -1.242 3.134 1.773
C2 -0.656 2.667 3.123
S1 -0.159 0.969 3.212
C3 1.459 1.142 4.058
C4 2.498 1.898 3.220
S2 2.756 1.212 1.551
C5 2.664 2.773 0.608
C6 1.361 3.597 0.743
S3 -0.224 2.796 0.358
H1 -1.451 4.169 1.824
H2 -2.120 2.587 1.471
H3 -1.342 2.820 3.931
H4 0.231 3.271 3.326
H5 1.768 0.090 4.174
H6 1.303 1.653 5.023
H7 3.434 2.013 3.834
H8 2.148 2.926 3.078
H9 2.875 2.478 -0.442
H10 3.462 3.527 0.816
H11 1.467 4.439 0.045
H12 1.197 4.025 1.746
C7 0.908 -0.010 -0.873
C8 0.797 -0.235 -2.269
C9 1.418 0.697 -3.217
C10 1.381 0.544 -4.583
C11 0.691 -0.505 -5.193
C12 0.219 -1.500 -4.348
C13 0.315 -1.429 -2.938
H13 1.808 1.624 -2.868
H14 1.758 1.373 -5.215
H15 0.512 -0.498 -6.260
H16 -0.286 -2.290 -4.858
H17 -0.059 -2.288 -2.378
C14 -2.467 2.632 -3.819
C15 -2.296 1.399 -2.989
O1 -1.948 1.732 -1.643
H18 -2.813 2.329 -4.817
H19 -1.542 3.191 -3.930
H20 -3.248 3.240 -3.342
H21 -1.449 0.859 -3.489
H22 -3.177 0.752 -3.000
H23 -1.218 1.117 -1.403
C16 2.076 -3.407 0.743
C17 0.683 -3.243 0.180
As1 -0.305 -1.951 1.182
C18 -2.098 -2.402 0.552
C19 -2.460 -2.332 -0.898
C20 -0.285 -2.752 2.974
C21 -0.867 -4.126 3.316
H24 2.746 -3.720 -0.045
H25 1.992 -4.127 1.549
H26 2.399 -2.448 1.152
H27 0.141 -4.178 0.178
H28 0.715 -2.848 -0.780
H29 -2.758 -1.632 0.990
H30 -2.319 -3.394 0.925
H31 -2.084 -1.422 -1.375
H32 -3.595 -2.215 -0.926
H33 -2.074 -3.248 -1.391
H34 -0.895 -1.987 3.534
H35 0.768 -2.563 3.154
H36 -1.952 -4.110 3.151
H37 -0.598 -4.388 4.330
H38 -0.436 -4.884 2.643

***

A molecular structure, C21H38AuNO6S2Si4Te. Source: the Open Molecules 2025 dataset; level of theory: the ωB97M-V functional and the def2-TZVPD basis.

Properties
Multiplicity   3
LUMO energy (spin up / spin down)   -0.264 / -2.697 eV
Largest force on an atom   0.01389 hartree/bohr
Energy relative to the best compared isomer or geometry (same formula, charge and spin)   1.9 kcal/mol

Geometry (Å):
Au1 1.303 -0.008 1.657
O1 1.621 2.216 3.656
S1 2.088 2.824 2.444
O2 3.220 3.702 2.522
O3 2.403 1.755 1.372
C1 0.776 3.757 1.645
C2 1.265 4.784 0.840
C3 0.417 5.574 0.086
C4 -0.947 5.348 0.135
C5 -1.447 4.340 0.941
C6 -0.609 3.532 1.709
S2 -1.543 2.398 2.775
O4 -1.567 3.019 4.066
O5 -2.815 2.233 2.092
O6 -0.825 1.083 2.785
H1 2.332 4.948 0.816
H2 0.825 6.366 -0.529
H3 -1.628 5.960 -0.441
H4 -2.510 4.158 0.996
C7 1.153 2.528 -1.804
Si1 1.206 0.766 -2.402
C8 2.799 -0.054 -1.862
C9 1.070 0.714 -4.280
Si2 -0.660 -0.453 -1.657
Te1 -1.166 -0.424 0.834
Si3 -0.285 -2.762 -1.900
C10 0.336 -3.059 -3.645
C11 1.017 -3.346 -0.684
C12 -1.864 -3.736 -1.624
Si4 -2.727 0.370 -2.452
C13 -2.797 0.258 -4.320
C14 -2.872 2.138 -1.867
C15 -4.119 -0.630 -1.700
H5 1.839 3.147 -2.389
H6 1.470 2.580 -0.762
H7 0.157 2.967 -1.875
H8 3.653 0.538 -2.202
H9 2.899 -1.058 -2.281
H10 2.865 -0.116 -0.775
H11 2.053 0.849 -4.737
H12 0.429 1.525 -4.631
H13 0.658 -0.227 -4.652
H14 1.294 -2.562 -3.814
H15 -0.372 -2.693 -4.391
H16 0.481 -4.129 -3.817
H17 1.955 -2.798 -0.794
H18 1.220 -4.406 -0.862
H19 0.688 -3.237 0.352
H20 -2.555 -3.604 -2.460
H21 -2.377 -3.429 -0.710
H22 -1.641 -4.803 -1.543
H23 -2.002 0.836 -4.791
H24 -3.756 0.646 -4.674
H25 -2.707 -0.776 -4.659
H26 -2.046 2.760 -2.217
H27 -2.883 2.179 -0.773
H28 -3.802 2.582 -2.230
H29 -4.035 -1.697 -1.908
H30 -5.074 -0.286 -2.106
H31 -4.156 -0.490 -0.617
C16 1.744 -4.440 6.282
C17 1.646 -3.512 5.109
C18 2.621 -2.560 4.846
C19 2.475 -1.705 3.772
N1 1.418 -1.758 2.950
C20 0.472 -2.671 3.195
C21 0.554 -3.557 4.246
H32 2.720 -4.378 6.757
H33 1.566 -5.471 5.977
H34 0.987 -4.182 7.025
H35 3.492 -2.467 5.479
H36 3.213 -0.943 3.561
H37 -0.375 -2.681 2.523
H38 -0.242 -4.273 4.397

***

A molecular structure, C21H38BCaCl2N5O6P at a distorted geometry. Source: the Open Molecules 2025 dataset; level of theory: the ωB97M-V functional and the def2-TZVPD basis.

Properties
Net charge   +1
LUMO energy   -5.590 eV
Largest force on an atom   0.14930 hartree/bohr
Energy relative to the best compared isomer or geometry (same formula, charge and spin)   0.0 kcal/mol

Geometry (Å):
C1 3.454 1.255 -0.464
B1 2.650 2.168 0.599
O1 2.605 1.636 1.915
C2 1.909 3.543 0.245
C3 0.554 3.817 0.830
C4 -0.204 2.785 1.737
C5 -0.646 1.527 0.877
C6 -0.701 1.746 -0.677
N1 -0.953 0.398 1.396
C7 -0.150 5.081 0.556
C8 -1.559 5.444 1.128
O2 -1.674 5.723 2.297
O3 -2.618 5.458 0.259
C9 0.510 6.096 -0.347
C10 1.799 5.771 -0.902
N2 2.479 4.562 -0.613
C11 3.763 4.420 -1.287
Cl1 5.325 4.886 -0.554
C12 3.723 3.901 -2.566
C13 4.964 3.635 -3.476
Cl2 2.090 3.493 -3.305
H1 3.308 0.174 -0.141
H2 4.557 1.499 -0.376
H3 3.112 1.423 -1.524
H4 2.566 2.357 2.569
H5 -1.158 3.211 2.163
H6 0.420 2.493 2.627
H7 0.389 1.917 -1.010
H8 -1.045 0.819 -1.223
H9 -1.273 2.675 -0.990
H10 -0.840 0.473 2.420
H11 -2.342 5.053 -0.608
H12 0.007 7.064 -0.616
H13 2.262 6.527 -1.591
H14 5.493 2.704 -3.109
H15 4.616 3.427 -4.532
H16 5.651 4.523 -3.475
O4 -2.240 3.844 -1.850
C14 -3.047 3.970 -2.862
C15 -4.402 3.028 -2.600
O5 -5.179 3.143 -3.610
H17 -2.666 3.663 -3.850
H18 -3.435 4.979 -3.075
H19 -4.788 3.358 -1.619
H20 -4.008 2.021 -2.372
O6 1.428 -4.897 0.622
P1 0.182 -5.093 1.493
N3 -0.333 -6.489 0.627
C16 -1.639 -6.796 0.077
C17 0.489 -7.687 0.802
N4 -0.563 -3.638 0.885
C18 -1.546 -3.635 -0.182
C19 0.370 -2.548 0.604
N5 -1.147 -5.273 2.617
C20 -1.147 -6.447 3.486
C21 -2.304 -4.420 2.816
H21 -2.439 -6.776 0.827
H22 -1.666 -7.788 -0.378
H23 -1.897 -6.122 -0.738
H24 0.291 -8.171 1.765
H25 1.553 -7.440 0.765
H26 0.323 -8.422 0.012
H27 -1.131 -4.008 -1.130
H28 -1.926 -2.623 -0.354
H29 -2.430 -4.216 0.077
H30 0.879 -2.685 -0.366
H31 1.131 -2.472 1.383
H32 -0.151 -1.588 0.578
H33 -1.644 -7.296 3.005
H34 -1.654 -6.266 4.436
H35 -0.124 -6.739 3.729
H36 -3.128 -4.720 2.162
H37 -2.087 -3.365 2.661
H38 -2.675 -4.474 3.844
Ca1 1.705 0.406 -2.523

***

> What is the largest force on an atom in the first record?

0.08847 hartree/bohr

***

> Which of these has the highest largest force on an atom?

C21H38BCaCl2N5O6P

***

> The highest largest force on an atom belongs to which entry?

C21H38BCaCl2N5O6P